1.
{"formula": "C10H10InO12S2", "method": "wB97M-V/def2-TZVPD", "symbols": ["In", "S", "S", "O", "O", "O", "O", "O", "O", "O", "O", "O", "O", "O", "O", "C", "C", "C", "C", "C", "C", "C", "C", "C", "C", "H", "H", "H", "H", "H", "H", "H", "H", "H", "H"], "positions_angstrom": [[1.44375, -3.57192, 1.08033], [-1.79851, -1.45471, -5.35869], [-0.48486, -0.56381, 3.72049], [-1.64849, -1.02472, 4.47493], [0.33115, -1.52597, 2.93024], [-0.16156, 3.27258, -0.24544], [-2.59774, -0.53690, -4.30253], [2.71608, -1.13027, 0.86453], [-0.75921, 0.83398, 2.97936], [-0.36090, -0.97709, -5.42144], [-1.96557, -2.72460, -4.39109], [0.16857, -1.32999, -0.09801], [0.53893, 0.12729, 4.73653], [2.78234, 3.37861, 0.16073], [-2.45333, -1.59960, -6.63998], [2.14162, 2.33711, 0.06587], [1.26834, 1.11009, 4.02077], [2.88935, 1.23289, 0.23966], [0.72034, -0.21636, -0.13303], [-2.45959, -0.99258, -2.91961], [0.07112, 1.82348, 3.42939], [0.63965, 2.23681, -0.22175], [0.05241, 1.05418, -0.41677], [2.30723, -0.10107, 0.26203], [-1.63137, -2.34627, -3.04404], [1.84692, 0.71650, 3.18504], [1.93669, 1.64341, 4.69676], [-2.08464, -0.18651, -2.28891], [-3.45479, -1.01008, -2.47535], [-1.97559, -3.13585, -2.37608], [0.20570, 2.37584, 2.49940], [3.95663, 1.29276, 0.39369], [-0.62340, 2.24284, 4.15732], [-0.55224, -2.23421, -2.93904], [-1.00497, 0.98412, -0.62515]], "forces_ev_per_a": [[-0.22, 0.64, 0.26], [3.26, 1.57, -1.65], [-0.59, -1.68, 2.71], [2.73, 0.98, -2.44], [-1.68, 1.74, 0.25], [3.44, -3.60, 0.17], [0.04, 0.49, 0.42], [-0.13, 2.67, -2.11], [-1.86, -4.78, -2.31], [-4.16, -1.61, 0.97], [0.85, -0.75, -0.41], [1.45, 3.19, -0.38], [0.33, -1.60, 0.26], [-1.36, 0.15, -0.09], [0.47, -0.06, 3.01], [-1.05, 4.26, -0.68], [-0.38, 0.92, -0.21], [1.12, -5.62, 0.07], [-0.68, -2.73, 0.03], [0.10, -0.11, -0.70], [0.25, 2.38, 0.34], [-1.01, 7.56, 0.30], [-1.03, -4.56, -0.04], [-0.70, -2.07, 2.72], [-1.29, 1.00, -0.29], [0.28, -0.56, 0.15], [-0.42, 0.08, 0.01], [1.17, 0.11, -0.40], [-0.33, -1.06, -0.56], [-0.20, 0.11, -0.22], [0.53, 0.96, 0.67], [0.22, 0.19, 0.06], [1.09, 1.42, 0.33], [-0.01, 0.29, -0.13], [-0.24, 0.12, -0.11]], "multiplicity": 2, "lumo_energy_ev": [-13.2, -13.4], "energy_ev": -61916.44339, "charge": 2}

***

2.
{"formula": "C10H10N2", "method": "wB97M-V/def2-TZVPD", "symbols": ["N", "N", "C", "C", "C", "C", "C", "C", "C", "C", "C", "C", "H", "H", "H", "H", "H", "H", "H", "H", "H", "H"], "positions_angstrom": [[3.17505, -0.05347, 0.59677], [-0.95188, -1.06929, -0.51512], [1.27292, -1.05161, -0.32243], [0.92384, 0.13584, -0.91829], [-0.68111, -0.79785, 0.78234], [-1.43157, 0.21322, 1.37296], [-2.06786, -0.56093, -1.06874], [2.94800, 1.06607, -0.07926], [-2.91055, 0.40485, -0.31486], [-2.48278, 0.98782, 0.82240], [2.40735, -1.07451, 0.45779], [1.71957, 1.24986, -0.77306], [1.36725, 2.16614, -1.25593], [-2.41207, -0.99711, -2.03413], [2.59174, -2.09072, 1.01678], [-3.12411, 1.50413, 1.42824], [0.24704, -1.32901, 1.29553], [-3.82469, 0.60181, -0.84384], [-1.00720, 0.54168, 2.32466], [0.56807, -1.97027, -0.29871], [0.08911, 0.17235, -1.64306], [3.58389, 1.95101, -0.03002]], "forces_ev_per_a": [[2.88, 1.70, 0.28], [-5.21, -1.40, 0.02], [1.66, -2.54, -0.39], [0.66, 0.73, -2.37], [-1.79, 0.84, 0.72], [2.01, 0.95, 2.04], [-0.58, 0.44, 2.89], [-2.35, 1.04, -0.12], [0.71, -1.71, -4.17], [1.78, -4.16, -0.47], [-1.11, -3.12, 0.40], [1.05, -0.49, -0.04], [0.68, -0.13, 0.23], [0.47, 0.65, 0.74], [0.17, 2.17, -0.80], [-1.08, 2.01, 1.31], [-3.02, 1.43, -0.70], [-0.42, 0.57, 0.15], [-0.51, -0.19, 0.17], [2.70, 1.49, -1.13], [0.93, 0.30, 0.82], [0.40, -0.58, 0.43]], "smiles": "c1ccncc1.c1ccncc1", "lumo_energy_ev": 0.5, "energy_ev": -13507.54102, "charge": 0}

***

3.
{"formula": "C10H10N2", "method": "wB97M-V/def2-TZVPD", "symbols": ["N", "N", "C", "C", "C", "C", "C", "C", "C", "C", "C", "C", "H", "H", "H", "H", "H", "H", "H", "H", "H", "H"], "positions_angstrom": [[-1.16274, -2.09308, 0.27599], [-2.39683, 1.95691, 0.43471], [-2.94686, -0.65044, -0.18593], [-2.35032, -1.90241, -0.17668], [-2.15916, 0.52038, 0.03845], [-0.27105, -0.98281, 0.09450], [-0.72508, 0.29014, 0.14900], [0.20338, 1.46321, -0.20296], [1.45961, 1.17740, -0.33352], [1.16971, -1.22286, 0.11984], [3.61368, -0.40759, 0.09087], [2.06795, -0.21710, -0.01017], [-0.20302, 2.45609, 0.35079], [3.67954, -1.44848, -0.28241], [-3.93010, -0.64363, -0.36419], [-1.75817, 2.52544, -0.41503], [-2.85385, -2.91408, -0.42990], [3.96008, -0.23120, 1.23358], [2.00594, 2.09730, -0.19442], [4.38823, 0.32642, -0.44528], [1.51295, -2.30740, 0.21060], [-3.30390, 2.20778, 0.04215]], "forces_ev_per_a": [[3.81, 0.76, -2.00], [0.59, -0.17, -5.28], [2.98, 3.25, 0.26], [-0.48, -2.21, 0.74], [1.20, -0.46, 1.72], [0.05, -2.45, 2.12], [-0.84, 2.77, -3.10], [-5.37, -0.76, 4.28], [3.93, -1.47, 1.85], [0.18, -1.59, 0.01], [0.50, 1.19, 1.31], [-0.25, 3.18, -1.65], [1.54, -1.94, -2.31], [1.03, 0.53, 0.62], [-3.70, 0.53, -0.64], [-2.22, -1.99, 3.28], [-0.01, 2.08, 0.63], [-0.93, -1.00, -2.48], [1.33, -0.26, -0.58], [-2.34, -1.56, 0.55], [-0.53, 1.60, 0.09], [-0.48, -0.01, 0.59]], "smiles": "Cc1ccc2c(N)ccnc2c1", "lumo_energy_ev": 0.2, "energy_ev": -13508.28164, "charge": 0}

***

4.
{"formula": "C10H10N2", "method": "wB97M-V/def2-TZVPD", "symbols": ["N", "N", "C", "C", "C", "C", "C", "C", "C", "C", "C", "C", "H", "H", "H", "H", "H", "H", "H", "H", "H", "H"], "positions_angstrom": [[0.59786, -2.17602, -0.00355], [-3.80077, -0.32748, 0.16985], [1.89874, -2.03693, 0.04667], [2.51889, 1.67036, 0.01239], [-0.18026, -1.08377, -0.09812], [1.82177, 0.32738, -0.05439], [0.37237, 0.22258, -0.04718], [-2.45345, -0.27067, 0.00356], [-1.61334, -1.29334, -0.10466], [-1.90322, 1.06546, 0.02599], [2.60913, -0.81377, 0.03390], [-0.54189, 1.34797, 0.02909], [2.48948, -2.94740, 0.27914], [-1.98414, -2.33152, -0.03294], [-0.31575, 2.37292, -0.00875], [2.13588, 2.22008, 0.93179], [2.28255, 2.35150, -0.82894], [3.67968, -0.81674, 0.13020], [-2.71073, 1.83962, 0.00472], [3.57325, 1.50606, -0.01657], [-4.15580, -1.23009, -0.10871], [-4.32024, 0.40381, -0.36348]], "forces_ev_per_a": [[0.43, -0.65, -0.30], [-2.29, 0.00, -0.93], [0.83, -0.51, 0.91], [-1.86, 0.81, 0.36], [-0.73, 0.56, 0.39], [-0.09, 0.31, 0.36], [0.82, 0.43, -0.17], [1.24, 2.90, -0.03], [1.51, -2.05, 0.37], [0.27, 0.42, -0.14], [-2.15, 0.05, -0.39], [-2.14, -2.31, -0.57], [-0.51, 0.39, -0.51], [0.40, 0.55, -0.24], [0.95, 1.02, 0.08], [0.92, -0.61, -0.90], [-0.08, -0.51, 0.23], [0.19, 0.22, -0.08], [1.20, -0.26, 0.21], [0.72, 0.16, 0.43], [-0.30, -0.12, 0.14], [0.69, -0.82, 0.80]], "smiles": "Cc1ccnc2cc(N)ccc12", "lumo_energy_ev": 0.5, "energy_ev": -13512.38328, "charge": 0}